[1]
Molecular formula: C2H18AgN4O7
Method: DFT, ωB97M-V/def2-TZVPD

The calculation puts the highest occupied orbital energy (alpha / beta) at -19.16 / -19.16 eV. The electronic energy comes out at -978.49838 hartree. The charge is +3. The maximum force is 5.05 eV/Å. Its spin multiplicity is 3. The frontier orbital gap (alpha / beta) comes out at 9.57 / 2.92 eV.

Cartesian coordinates (Å):
Ag 0.036 -0.910 0.475
O -0.295 -1.376 2.691
H -0.981 -0.906 3.166
H 0.087 -1.965 3.343
O -1.632 -2.337 -0.186
H -2.239 -1.990 -0.840
H -2.026 -3.164 0.092
O 1.325 -2.892 0.580
H 1.643 -3.474 -0.110
H 1.692 -3.253 1.387
O -2.194 0.333 0.158
H -1.929 1.209 -0.122
H -3.023 0.469 0.617
O 2.254 -0.360 0.806
H 2.407 0.008 1.676
H 2.943 0.019 0.260
C 0.240 -0.288 -2.944
O 0.168 -0.390 -1.756
N -0.405 -0.914 -3.886
N 1.202 0.403 -3.574
H -0.948 -1.738 -3.670
H -0.283 -0.545 -4.818
H 1.196 0.464 -4.582
H 1.560 1.129 -2.970
C -0.023 2.302 1.682
O 0.168 1.153 1.446
N -0.224 3.158 0.750
N 0.182 2.889 2.845
H -0.549 2.961 -0.186
H -0.212 4.092 1.133
H -0.349 3.738 2.978
H 0.210 2.175 3.558

[2]
Molecular formula: C5H10O
Method: DFT, ωB97M-V/def2-TZVPD

The calculation puts the relative energy (zero: lowest compared OMol25 entry of this formula, charge and spin) at 2.8509 eV. The calculation puts the highest occupied orbital energy at -8.33 eV. The electronic energy comes out at -271.64785 hartree. The maximum force is 0.60 eV/Å. Its spin multiplicity is 1. The frontier orbital gap comes out at 9.33 eV.

Cartesian coordinates (Å):
C -1.326 0.713 -0.658
C -0.775 -0.425 0.204
C -1.392 -0.449 1.606
C 0.736 -0.544 0.290
O 1.233 0.159 -0.696
C 2.645 0.083 -0.898
H -0.911 0.680 -1.668
H -1.056 1.683 -0.223
H -2.418 0.667 -0.730
H -1.020 -1.392 -0.274
H -1.177 0.484 2.142
H -0.991 -1.276 2.198
H -2.482 -0.554 1.547
H 3.111 -0.407 -0.042
H 2.817 -0.491 -1.811
H 3.019 1.101 -1.031

[3]
Molecular formula: C21H32N5O3
Method: DFT, ωB97M-V/def2-TZVPD

The calculation puts the relative energy (zero: lowest compared OMol25 entry of this formula, charge and spin) at 5.5105 eV. The calculation puts the highest occupied orbital energy at -1.26 eV. The electronic energy comes out at -1318.57929 hartree. The charge is -1. The maximum force is 3.29 eV/Å. Its spin multiplicity is 1. The frontier orbital gap comes out at 1.17 eV.

Cartesian coordinates (Å):
C -2.582 4.231 -0.832
C -2.081 2.770 -0.511
C -2.520 2.200 0.872
N -1.402 2.170 -1.430
C -0.179 1.471 -0.954
C -0.560 -0.069 -0.982
C -0.638 -0.795 0.419
C -2.108 -1.183 0.884
C -2.480 -2.704 0.682
N -2.422 -3.451 1.977
C -3.620 -3.277 2.751
N -4.766 -3.667 2.372
N -3.544 -2.658 4.096
C 0.678 2.073 0.224
C 1.108 3.456 -0.403
N 1.157 3.202 -1.744
C 0.867 1.819 -2.134
C 2.148 0.892 -2.217
C 3.467 1.611 -2.695
C 4.664 0.946 -1.903
C 5.701 1.811 -1.324
C 6.834 1.320 -0.567
C 6.951 -0.136 -0.379
C 5.934 -1.005 -0.935
C 4.792 -0.486 -1.675
H -2.252 4.959 -0.046
H -3.715 4.236 -0.793
H -2.294 4.539 -1.863
H -1.717 1.619 1.400
H -3.464 1.619 0.748
H -2.735 3.075 1.553
H 0.084 -0.697 -1.656
H -1.592 -0.132 -1.429
H -0.087 -1.776 0.310
H -0.140 -0.259 1.264
H -2.270 -0.863 1.949
H -2.825 -0.564 0.271
H -1.892 -3.198 -0.128
H -3.564 -2.731 0.375
H -1.700 -2.956 2.516
H -5.461 -3.444 3.089
H -3.297 -3.393 4.768
H -2.816 -1.939 4.124
H 0.195 2.360 1.191
H 1.522 1.365 0.479
H 1.277 4.427 0.093
H 1.366 3.834 -2.514
H 0.280 1.647 -3.069
H 1.934 0.076 -2.966
H 2.330 0.393 -1.230
H 3.702 1.474 -3.782
H 3.528 2.698 -2.452
H 5.628 2.918 -1.468
H 7.599 2.023 -0.165
H 7.843 -0.506 0.182
H 6.051 -2.106 -0.782
H 3.995 -1.144 -2.080
C -5.188 -7.047 2.152
O -4.265 -7.673 2.703
O -5.232 -6.761 0.916
O -6.224 -6.613 2.747

[4]
Molecular formula: C31H35N5O7
Method: DFT, ωB97M-V/def2-TZVPD

The calculation puts the highest occupied orbital energy at -7.97 eV. The electronic energy comes out at -2002.74951 hartree. The SMILES is CCOc1cc([C@H](C(=O)NC[C@@H]2CCCO2)N(C(=O)Cn2nnc3ccccc32)c2ccc(OC)c(OC)c2)ccc1O. The maximum force is 1.29 eV/Å. Its spin multiplicity is 1. The frontier orbital gap comes out at 8.44 eV.

Cartesian coordinates (Å):
C 4.158 2.120 3.118
C 3.067 2.149 2.060
O 3.603 2.772 0.907
C 2.840 2.795 -0.232
C 1.529 2.368 -0.323
C 0.862 2.399 -1.546
C -0.542 1.890 -1.676
C -1.523 2.406 -0.602
O -1.226 2.581 0.561
N -2.764 2.601 -1.099
C -3.903 2.679 -0.217
C -4.612 1.312 -0.137
C -5.765 1.328 0.890
C -5.373 0.245 1.901
C -3.869 0.105 1.661
O -3.706 0.299 0.271
N -0.648 0.414 -1.557
C -1.720 -0.159 -2.129
O -2.471 0.460 -2.871
C -2.098 -1.614 -1.833
N -1.134 -2.519 -1.297
N -1.280 -3.035 -0.071
N -0.315 -3.811 0.210
C 0.542 -3.845 -0.848
C 1.749 -4.514 -1.052
C 2.374 -4.317 -2.259
C 1.830 -3.489 -3.254
C 0.643 -2.818 -3.075
C 0.008 -3.003 -1.854
C 0.309 -0.236 -0.735
C 1.585 -0.464 -1.230
C 2.517 -1.081 -0.421
C 2.210 -1.473 0.877
O 3.221 -2.089 1.551
C 2.915 -3.022 2.569
C 0.930 -1.188 1.396
O 0.674 -1.515 2.695
C -0.669 -1.531 3.124
C -0.004 -0.569 0.574
C 1.516 2.890 -2.666
C 2.823 3.340 -2.578
C 3.498 3.289 -1.372
O 4.786 3.709 -1.287
H 4.485 3.131 3.348
H 5.009 1.549 2.759
H 3.776 1.655 4.022
H 2.198 2.716 2.419
H 2.747 1.128 1.813
H 1.005 2.023 0.549
H -0.928 2.148 -2.668
H -2.954 2.225 -2.021
H -4.604 3.434 -0.583
H -3.529 2.969 0.767
H -4.945 1.032 -1.143
H -6.723 1.118 0.419
H -5.823 2.305 1.368
H -5.604 0.520 2.927
H -5.871 -0.696 1.666
H -3.479 -0.883 1.905
H -3.311 0.869 2.220
H -2.909 -1.541 -1.098
H -2.514 -2.015 -2.765
H 2.162 -5.152 -0.289
H 3.312 -4.812 -2.459
H 2.366 -3.378 -4.185
H 0.225 -2.177 -3.836
H 1.838 -0.178 -2.238
H 3.508 -1.293 -0.786
H 2.102 -3.686 2.266
H 2.647 -2.525 3.503
H 3.828 -3.600 2.710
H -1.281 -2.145 2.458
H -0.650 -1.974 4.118
H -1.080 -0.518 3.187
H -0.993 -0.339 0.936
H 1.008 2.923 -3.618
H 3.339 3.726 -3.443
H 5.072 3.584 -0.371

[5]
Molecular formula: C10H25AlBO4P
Method: DFT, ωB97M-V/def2-TZVPD

The calculation puts the highest occupied orbital energy at -15.58 eV. The electronic energy comes out at -1304.88622 hartree. The charge is +2. The maximum force is 3.84 eV/Å. Its spin multiplicity is 1. The frontier orbital gap comes out at 6.33 eV.

Cartesian coordinates (Å):
C 2.923 1.749 1.721
C 1.486 1.787 1.218
C 1.444 1.656 -0.293
C 0.070 1.634 -0.935
C -0.605 3.006 -0.784
P -1.097 0.266 -0.205
C -0.932 -1.216 -1.523
C 0.009 -2.291 -1.110
O 1.326 -1.740 -1.029
C 2.270 -2.690 -0.673
C 3.233 -2.238 0.350
O 2.268 -3.747 -1.193
B -2.598 -1.061 0.604
O -2.075 -1.935 1.444
O -3.779 -0.879 0.131
C -4.932 -0.833 1.036
H 3.462 2.651 1.469
H 2.941 1.578 2.787
H 3.443 0.910 1.273
H 1.036 2.719 1.539
H 0.956 0.972 1.703
H 2.060 0.822 -0.608
H 1.925 2.553 -0.691
H 0.200 1.485 -2.025
H -1.662 2.923 -0.573
H -0.124 3.594 -0.019
H -0.540 3.558 -1.719
H -0.081 -0.370 0.593
H -1.495 1.107 0.929
H -2.184 0.811 -1.004
H -1.911 -1.682 -1.607
H -0.711 -0.795 -2.498
H -0.273 -2.720 -0.154
H -0.016 -3.073 -1.865
H 3.033 -1.230 0.680
H 4.222 -2.243 -0.089
H 3.211 -2.907 1.198
H -1.567 -1.558 2.179
H -5.482 0.063 0.805
H -4.625 -0.824 2.072
H -5.542 -1.701 0.845
Al 0.714 1.892 -3.981

[6]
Molecular formula: C25H45F2N3O7
Method: DFT, ωB97M-V/def2-TZVPD

The calculation puts the highest occupied orbital energy at -8.68 eV. The electronic energy comes out at -1870.19201 hartree. The SMILES is Cc1cccc(C[C@@]2(N)OC(=O)O[C@@]2(F)[C@@H](C)F)c1.COCCNCCOC.COCCNCCOC. The maximum force is 2.35 eV/Å. Its spin multiplicity is 1. The frontier orbital gap comes out at 9.24 eV.

Cartesian coordinates (Å):
C -4.546 3.596 0.909
C -3.732 2.575 0.151
C -4.328 1.550 -0.578
C -3.518 0.621 -1.223
C -2.136 0.717 -1.176
C -1.516 1.751 -0.469
C -0.004 1.808 -0.507
C 0.720 2.461 0.662
N 2.107 2.626 0.177
O 0.349 3.780 1.017
C 0.064 3.902 2.330
O -0.180 4.906 2.876
O 0.097 2.671 2.901
C 0.692 1.743 2.046
F 1.981 1.629 2.553
C 0.068 0.373 2.185
C 0.894 -0.748 1.563
F -0.060 0.082 3.537
C -2.337 2.664 0.185
H -4.738 3.183 1.900
H -5.474 3.837 0.403
H -3.933 4.478 1.076
H -5.407 1.498 -0.632
H -4.013 -0.154 -1.790
H -1.565 -0.033 -1.711
H 0.396 0.801 -0.579
H 0.340 2.321 -1.401
H 2.630 1.764 0.261
H 2.540 3.360 0.722
H -0.941 0.326 1.775
H 0.637 -1.659 2.087
H 1.957 -0.564 1.632
H 0.630 -0.878 0.514
H -1.916 3.493 0.734
C -0.942 2.514 -6.833
O -2.110 2.177 -7.556
C -1.993 1.018 -8.372
C -2.774 -0.150 -7.803
N -2.157 -0.666 -6.586
C -2.989 -1.585 -5.812
C -4.345 -1.107 -5.300
O -4.285 -0.132 -4.275
C -4.050 1.195 -4.710
H -1.072 3.526 -6.453
H -0.781 1.847 -5.979
H -0.056 2.494 -7.474
H -0.945 0.753 -8.538
H -2.429 1.275 -9.341
H -2.808 -0.951 -8.548
H -3.800 0.199 -7.630
H -1.906 0.113 -5.992
H -2.400 -1.882 -4.940
H -3.144 -2.490 -6.409
H -4.835 -1.973 -4.847
H -5.010 -0.776 -6.108
H -4.529 1.403 -5.669
H -2.979 1.409 -4.770
H -4.468 1.866 -3.959
C 5.727 -5.324 5.443
O 4.612 -4.947 6.225
C 4.887 -3.970 7.222
C 4.293 -2.622 6.869
N 4.991 -2.004 5.748
C 4.308 -0.854 5.154
C 2.901 -1.032 4.593
O 2.821 -1.818 3.412
C 2.852 -3.217 3.622
H 5.456 -6.228 4.899
H 5.995 -4.554 4.711
H 6.598 -5.541 6.067
H 5.961 -3.893 7.416
H 4.408 -4.320 8.141
H 4.369 -1.962 7.739
H 3.229 -2.783 6.654
H 5.131 -2.699 5.027
H 4.942 -0.502 4.336
H 4.282 -0.052 5.899
H 2.548 -0.042 4.304
H 2.188 -1.396 5.342
H 2.338 -3.506 4.542
H 3.876 -3.598 3.630
H 2.342 -3.688 2.778